# 1
C11H18B2N2O7S | wB97M-V/def2-TZVPD

Structure (ORCA input):
```
! RIJCOSX wB97M-V def2-TZVPD def2/J DEFGRID3
* xyz 0 1
C 0.07429 -0.90980 -0.49619
O -0.89356 -1.20548 0.54267
B -1.94316 -2.07870 0.08675
O -1.81660 -3.53612 0.15006
C -3.39020 -1.55118 -0.49542
C -4.06156 -2.28120 -1.75405
C -5.44431 -1.83224 -2.33702
C -6.16435 -0.64296 -1.61445
N -7.43317 -0.00744 -1.90117
S -7.70708 1.28463 -0.78585
N -6.30854 1.24047 0.21734
C -5.58418 0.14647 -0.37631
C -4.15911 -0.34121 0.15313
O -3.57590 0.37552 1.27579
B -2.80487 1.46792 0.67618
O -1.70591 2.11253 1.39680
O -3.03804 1.95352 -0.67801
H -0.32225 -0.18830 -1.31394
H 0.96779 -0.34718 -0.01316
H 0.54250 -1.85081 -0.98053
H -2.73091 -3.81107 0.42941
H -3.49166 -3.14054 -2.23971
H -5.92684 -2.32102 -3.24637
H -0.94930 2.03161 0.76410
H -2.35930 1.50973 -1.23594
C 4.16614 -0.66508 0.11379
O 3.61342 0.40767 0.86691
C 4.30102 0.62428 2.09808
C 5.34933 1.73125 1.97894
O 6.38329 1.38879 1.05918
C 6.15951 1.92319 -0.23966
H 3.85377 -0.54545 -0.92557
H 5.25738 -0.67979 0.14499
H 3.77985 -1.61630 0.49599
H 4.75120 -0.30757 2.45537
H 3.55109 0.93287 2.83244
H 5.82263 1.86579 2.95611
H 4.88653 2.68425 1.69973
H 6.49033 2.96585 -0.27029
H 5.11082 1.87020 -0.53873
H 6.74989 1.34288 -0.95136
*
```

Calculated total energy, eV: -41197.54565
HOMO-LUMO gap, eV: 7.264

=====

# 2
C11H18BrNO5P2 | wB97M-V/def2-TZVPD

Structure (ORCA input):
```
! RIJCOSX wB97M-V def2-TZVPD def2/J DEFGRID3
* xyz 0 1
C 0.04318 -2.60783 1.30831
C -0.15566 -1.31570 1.55678
C 0.03586 -0.17609 0.59749
P 1.82969 0.10271 0.04096
C 2.26516 -1.41242 -0.90080
C 2.81078 -0.22200 1.55085
C 2.41117 0.59727 2.77416
C -0.36448 1.15098 1.27077
O -0.57730 1.36379 2.43310
N -0.57444 2.08928 0.26056
C -0.77870 1.38210 -1.00176
P -2.02115 2.16394 -2.06425
O -2.51822 1.27168 -3.10491
O -1.28498 3.49118 -2.60030
O -3.13907 2.79283 -1.11860
C -1.02778 -0.07863 -0.54968
C -1.08126 -1.19268 -1.60256
C -2.28360 -2.08899 -1.39201
O -2.23548 -3.09701 -0.78916
Br -3.97513 -1.53652 -2.13991
H 0.36996 -2.99397 0.35552
H -0.16255 -3.34143 2.07533
H -0.49738 -1.03216 2.54633
H 2.38093 -2.27413 -0.24590
H 3.22772 -1.22639 -1.37593
H 1.55053 -1.61522 -1.68758
H 2.82140 -1.28399 1.80123
H 3.82771 0.05045 1.25865
H 3.19848 0.57458 3.52486
H 1.50317 0.20278 3.22330
H 2.21939 1.64010 2.52547
H -1.30856 2.72646 0.54730
H 0.13605 1.42271 -1.60447
H -0.34112 3.47617 -2.39495
H -2.95939 3.72815 -0.95450
H -1.98485 -0.06357 -0.01661
H -1.09997 -0.77970 -2.60930
H -0.26011 -1.88875 -1.49778
*
```

Calculated total energy, eV: -112048.85661
HOMO-LUMO gap, eV: 9.072
Structure (SMILES): C=C[C@]1(P(C)CC)C(=O)N[C@H](P(=O)(O)O)[C@H]1CC(=O)Br

=====

# 3
C11H18ClIN2O2PPm | wB97M-V/def2-TZVPD

Structure (ORCA input):
```
! RIJCOSX wB97M-V def2-TZVPD def2/J DEFGRID3
* xyz 2 5
C -0.09647 -4.38084 -3.66274
I 0.69061 -2.63564 -2.52093
H -1.17787 -4.46302 -3.57981
H 0.40278 -5.25122 -3.24605
H 0.21139 -4.21406 -4.69269
Pm -0.63664 -0.59219 -0.68685
P -0.18204 1.65340 -2.45343
C 1.22991 2.13782 -3.48401
C -1.34541 1.18331 -3.80385
H -1.81110 3.27389 -1.64638
H -0.95793 3.84353 -3.12055
H -0.13945 3.91099 -1.52831
C -0.84158 3.34452 -2.14993
H -2.34907 1.03346 -3.38914
H -1.35297 2.01292 -4.52161
H 0.86632 2.80579 -4.28250
H 1.70033 1.25207 -3.93301
H -1.00477 0.26559 -4.29669
H 1.97518 2.66980 -2.87571
C 1.77256 0.17663 -0.95269
O 2.90837 0.36599 -1.08950
Cl -2.91041 0.49989 -0.41111
N 0.72853 -0.16361 6.65241
C 0.11664 -1.07684 5.84468
O -0.37816 -2.10210 6.29835
C 0.10934 -0.77703 4.37392
C 0.72734 0.33986 3.77500
C 0.68298 0.49827 2.38972
N 0.08544 -0.44267 1.59217
C -0.55838 -1.51179 2.16165
C -0.52599 -1.70482 3.54345
H 0.71034 -0.33855 7.64159
H 1.10013 0.71185 6.33852
H 1.24223 1.09345 4.37109
H 1.11594 1.37314 1.88090
H -1.10483 -2.20377 1.49705
H -1.00329 -2.58800 3.96697
*
```

Expectation value of S²: 6.007
Calculated total energy, eV: -65227.38135
HOMO-LUMO gap (alpha / beta), eV: 7.174 / 7.254
Energy relative to the best compared isomer or geometry (same formula, charge and spin), eV: 0.000

=====

# 4
C11H18ClO3STiTm | wB97M-V/def2-TZVPD

Structure (ORCA input):
```
! RIJCOSX wB97M-V def2-TZVPD def2/J DEFGRID3
* xyz 0 3
Tm 0.61082 0.45891 -0.92408
Cl -0.05787 0.08751 -3.47829
C 1.43834 -1.62874 -0.49658
H 1.81123 -1.65245 0.54419
H 2.28486 -1.82293 -1.17216
H 0.73928 -2.46609 -0.61619
Ti 1.56688 1.57946 -3.72380
C 3.01446 0.98202 -5.05839
C 0.80343 3.37696 -4.35531
C 2.21369 1.68070 -1.83558
H 0.37730 3.87500 -3.47464
H 1.62682 3.96749 -4.78117
H 0.03540 3.20510 -5.12449
H 3.56288 0.14901 -4.59838
H 2.57366 0.69360 -6.02324
H 3.68222 1.84123 -5.22096
H 3.19196 1.18927 -1.60504
H 2.31957 2.78818 -1.73809
C -3.20401 -3.11014 4.49940
C -2.40347 -2.14275 3.67279
C -1.34522 -1.45196 4.27144
C -0.70923 -0.40900 3.60682
C -1.16906 -0.04021 2.33566
C -2.08591 -0.83874 1.65261
C -2.71384 -1.87934 2.33500
S -0.43999 1.38986 1.54549
O -0.62562 2.54603 2.36363
O 0.98570 0.98024 1.24341
O -1.10346 1.39919 0.16635
H -2.58612 -3.93464 4.87992
H -3.61615 -2.58673 5.37156
H -4.04911 -3.50879 3.93149
H -1.05656 -1.72625 5.28905
H 0.12171 0.12185 4.06795
H -2.31242 -0.63694 0.60911
H -3.48219 -2.47591 1.84051
*
```

Expectation value of S²: 2.002
Calculated total energy, eV: -93843.97705
HOMO-LUMO gap (alpha / beta), eV: 8.315 / 8.315

=====

# 5
C11H18N2Si | wB97M-V/def2-TZVPD

Structure (ORCA input):
```
! RIJCOSX wB97M-V def2-TZVPD def2/J DEFGRID3
* xyz 0 1
C 2.19310 0.56615 0.16836
C 0.38985 2.23285 -1.23545
C 1.02500 0.05452 -0.24123
C 0.05944 0.96174 -0.94346
C 0.75565 -1.35294 -0.16931
C 0.44272 -2.12393 -1.45652
C 2.45114 2.04569 0.21308
C 1.75118 2.69839 -1.04181
C 0.59378 -2.11366 0.86652
C 0.56666 -1.53498 2.28021
C -3.16715 -0.71088 1.17655
N -2.59194 0.19819 -2.46397
N -1.98691 -0.15246 0.56944
Si -1.70609 0.23818 -1.06284
H 2.91506 -0.24796 0.55851
H -0.42329 2.78874 -1.76499
H 0.86524 -3.16550 -1.43414
H 0.72309 -1.68319 -2.51658
H 1.86470 2.24721 1.13799
H 3.45416 2.39914 0.21448
H 2.28962 2.61756 -1.92712
H 1.70938 3.78692 -0.92688
H 0.49324 -3.24518 0.77428
H 1.05896 -0.59473 2.40815
H 1.09690 -2.18647 2.99269
H -0.52864 -1.37066 2.53964
H -3.17709 -1.69939 0.83913
H -3.26498 -0.61587 2.22884
H -4.05779 -0.22495 0.67337
H -0.59976 -2.40495 -1.38705
H -3.46661 -0.24236 -2.62529
H -1.22213 0.08602 1.20677
*
```

Calculated total energy, eV: -22554.23671
HOMO-LUMO gap, eV: 8.962
Energy relative to the best compared isomer or geometry (same formula, charge and spin), eV: 0.511
Structure (SMILES): [H]/N=[Si](\NC)C1=CCCC=C1/C(C)=C\C

=====

# 6
C11H18N3O | wB97M-V/def2-TZVPD

Structure (ORCA input):
```
! RIJCOSX wB97M-V def2-TZVPD def2/J DEFGRID3
* xyz 1 3
C -0.83978 -3.12555 0.30554
C 0.87403 0.26422 0.45134
C -0.59265 -2.19672 1.35168
C -2.73441 -1.96318 0.83162
C -3.99634 -1.56936 0.86713
C 0.25433 1.02670 -0.62255
C 2.52798 1.38023 -1.70605
C 3.17431 0.82526 -0.46784
C 1.15298 1.98128 -1.33640
C 0.50669 2.57101 -2.68083
C -1.62692 -0.39265 2.51386
N -2.17925 -3.00408 0.08463
N -1.67431 -1.48133 1.55863
N 2.19785 0.23194 0.48936
O 0.42864 -1.84967 2.03951
H -4.26629 -0.89710 1.61406
H -4.65862 -2.06300 0.27481
H -0.26020 0.28969 -1.21789
H -0.50260 1.60549 -0.29411
H 3.19141 2.17843 -2.04252
H 2.36438 0.63466 -2.45006
H 3.79149 -0.05787 -0.80441
H 3.68172 1.67997 0.06525
H 1.38527 2.86640 -0.58956
H 1.37804 2.97911 -3.19431
H -0.32297 3.22508 -2.54192
H 0.23532 1.60924 -3.07274
H -1.59909 -0.89030 3.49642
H -0.71982 0.12189 2.29204
H -2.53006 0.21051 2.35499
H -2.57906 -3.51343 -0.66294
H 1.30091 -2.39709 1.88316
H 2.63702 -0.27979 1.21010
*
```

Expectation value of S²: 2.027
Calculated total energy, eV: -18203.38557
HOMO-LUMO gap (alpha / beta), eV: 4.961 / 4.333
Energy relative to the best compared isomer or geometry (same formula, charge and spin), eV: 0.000

=====

# 7
C11H18O | wB97M-V/def2-TZVPD

Structure (ORCA input):
```
! RIJCOSX wB97M-V def2-TZVPD def2/J DEFGRID3
* xyz 0 1
C -0.11214 -2.08061 -1.90198
C 0.70564 -0.85919 -2.23738
C -0.12707 -3.18686 -3.06184
C 0.46171 -2.63945 -0.59297
H -1.06383 -1.79444 -1.44888
H 0.74600 -0.20976 -1.34684
H 0.83586 -3.55006 -3.32200
H -0.52249 -4.14899 -2.77608
H -0.65849 -2.80556 -3.94027
H 1.40585 -3.13683 -0.65487
H 0.56055 -1.99707 0.25051
H 0.26269 -0.32207 -2.95349
H 1.80749 -0.98906 -2.48038
H -0.20157 -3.34809 -0.25639
C -1.39770 0.31841 3.20868
C 0.62363 2.90493 0.43990
C -0.67233 3.21503 0.78568
C 1.35935 1.98021 1.14454
C -1.43898 2.45809 1.70543
C 0.59638 1.15677 1.94619
C -0.80577 1.27912 2.24717
O 1.15593 3.70231 -0.40599
H -1.06009 4.13279 0.35413
H 0.85437 4.43016 -0.92535
H 2.47874 1.95336 1.14929
H -2.53471 2.65075 1.81197
H 1.15725 0.53509 2.70339
H -0.78474 0.53566 4.09452
H -1.13959 -0.77328 3.05854
H -2.49192 0.58862 3.40475
*
```

Calculated total energy, eV: -13744.12055
HOMO-LUMO gap, eV: 8.677
Energy relative to the best compared isomer or geometry (same formula, charge and spin), eV: 2.545
Structure (SMILES): Cc1ccc(O)cc1.CC(C)C

=====

# 8
C11H18O | wB97M-V/def2-TZVPD

Structure (ORCA input):
```
! RIJCOSX wB97M-V def2-TZVPD def2/J DEFGRID3
* xyz 0 1
C -1.56207 -2.44009 -1.92904
C -2.59589 -1.39407 -1.48192
C -1.79621 -3.74917 -1.19483
H -0.54551 -2.05117 -1.94813
H -1.72247 -2.62234 -3.00095
H -2.70024 -0.49999 -2.10174
H -3.52890 -1.95747 -1.43984
H -1.14370 -4.52909 -1.54605
H -2.83804 -4.05040 -1.28719
H -2.37149 -0.95772 -0.50826
H -1.57337 -3.62842 -0.12861
C 0.66017 -0.02609 -0.33834
C 1.92262 -0.87552 -0.33058
C 0.80966 1.16435 0.58343
C 1.30530 2.35763 0.04842
C 0.50117 1.08018 1.92530
C 1.45975 3.48400 0.83824
C 0.74255 2.17410 2.76241
C 1.16843 3.35849 2.19790
O 1.28456 4.43454 3.05314
H 0.36217 0.24315 -1.35264
H -0.20026 -0.57877 0.02403
H 2.01185 -1.55551 -1.18822
H 1.45796 2.37777 -1.02212
H 0.11939 0.17785 2.38921
H 1.78866 4.45277 0.48028
H 0.60439 2.14423 3.83278
H 1.57203 5.20810 2.56243
H 2.01461 -1.52293 0.51486
H 2.79289 -0.21842 -0.41396
*
```

Calculated total energy, eV: -13746.27121
HOMO-LUMO gap, eV: 9.285
Energy relative to the best compared isomer or geometry (same formula, charge and spin), eV: 0.395
Structure (SMILES): CCc1ccc(O)cc1.CCC